# 1
Density functional theory data (wB97M-V/def2-TZVPD) for a 6-piece molecular cluster, C36H59IN9O3 overall in a non-equilibrium geometry.

Computed properties:
- E_LUMO (eV) = -2.716
- max |F| (hartree/bohr) = 0.0311
- charge = +1
- total energy (Ha) = -2423.08462

Cartesian coordinates (Å):
C: -0.0829 5.6345 -2.0030
C: -0.4153 4.7638 -3.2104
O: -0.4484 3.3779 -2.8338
C: -1.5937 2.6189 -3.1686
C: -1.1970 1.5209 -4.1799
N: -1.1713 0.1741 -3.5798
C: -1.8061 -0.8391 -4.4598
C: -3.3421 -0.7132 -4.4881
C: -3.9319 -0.0837 -3.2218
C: -5.3450 -0.4878 -2.8774
O: -6.0694 0.1985 -2.2108
O: -5.6942 -1.7000 -3.3314
C: -0.0159 -0.1431 -2.9413
N: 0.8045 0.8151 -2.5680
C: 2.0474 0.6141 -1.7986
C: 2.5954 1.9735 -1.3875
N: 1.9306 2.4370 -0.1558
N: 0.3141 -1.4414 -2.5337
C: 1.0180 -2.1971 -3.6065
C: 2.3610 -2.7881 -3.1460
C: -0.7554 -2.0715 -1.7249
I: -0.3435 -4.1442 -1.4086
C: -0.8915 -1.3174 -0.4014
C: -1.7752 -1.9752 0.6577
H: -0.6014 6.5909 -2.0351
H: -0.3573 5.1052 -1.0879
H: 0.9897 5.8309 -1.9482
H: -1.3597 5.0514 -3.6754
H: 0.3642 4.8747 -3.9699
H: -2.4202 3.2276 -3.5383
H: -1.9470 2.1266 -2.2551
H: -0.1973 1.7874 -4.5346
H: -1.8481 1.5162 -5.0516
H: -1.4049 -0.7026 -5.4684
H: -1.5417 -1.8458 -4.1571
H: -3.6761 -0.1855 -5.3818
H: -3.7404 -1.7258 -4.5688
H: -3.3316 -0.3587 -2.3476
H: -3.9536 1.0045 -3.2835
H: -6.5395 -1.9204 -2.9044
H: 0.5917 1.7884 -2.7892
H: 1.8311 0.0240 -0.9091
H: 2.7675 0.1003 -2.4357
H: 3.6627 1.8712 -1.1952
H: 2.4373 2.6876 -2.2060
H: 1.9300 3.4506 -0.1293
H: 0.9501 2.1702 -0.1797
H: 0.3726 -2.9618 -4.0392
H: 1.2225 -1.4830 -4.4118
H: 2.5072 -2.6092 -2.0801
H: 3.1961 -2.3868 -3.7177
H: 2.3574 -3.8728 -3.2746
H: -1.7357 -2.0463 -2.2034
H: -1.3213 -0.3356 -0.6457
H: 0.1145 -1.1521 -0.0089
H: -2.1678 -1.2066 1.3264
H: -2.6336 -2.4859 0.2181
H: -1.2010 -2.6683 1.2709
N: 0.5019 -8.3858 1.0535
C: 0.0300 -9.6681 0.9994
C: -0.8794 -9.7404 -0.0208
C: -0.9609 -8.4488 -0.6073
C: -0.0972 -7.6369 0.0781
H: 1.1794 -8.0484 1.7111
H: 0.3798 -10.4174 1.6880
H: -1.4263 -10.6198 -0.3146
H: -1.5829 -8.1527 -1.4356
H: 0.1371 -6.5941 -0.0500
N: 5.2537 -3.6722 -0.7982
C: 5.2046 -2.4359 -0.2105
C: 6.4866 -1.9647 -0.1200
C: 7.3420 -2.9569 -0.6723
C: 6.5524 -3.9978 -1.0801
H: 4.4596 -4.2554 -0.9837
H: 4.2679 -2.0023 0.0973
H: 6.7818 -1.0187 0.3016
H: 8.4144 -2.9115 -0.7557
H: 6.8028 -4.9358 -1.5445
N: 0.2101 3.9466 3.8235
C: 0.4864 4.7329 4.9095
C: 1.8057 5.0905 4.8430
C: 2.3478 4.4965 3.6712
C: 1.3397 3.7990 3.0614
H: -0.6837 3.5408 3.6215
H: -0.2743 4.9703 5.6331
H: 2.3253 5.7096 5.5537
H: 3.3630 4.5728 3.3195
H: 1.3377 3.2049 2.1649
N: -8.3100 0.6650 2.5157
C: -8.1120 0.5085 1.1712
C: -6.7619 0.4864 0.9438
C: -6.1229 0.6347 2.2073
C: -7.1053 0.7426 3.1556
H: -9.2051 0.7183 2.9648
H: -8.9438 0.4278 0.4932
H: -6.2918 0.3770 -0.0175
H: -5.0628 0.6604 2.3992
H: -7.0495 0.8666 4.2231
N: 3.7288 3.4479 8.9147
C: 4.7121 4.0725 9.6325
C: 5.0629 5.2103 8.9582
C: 4.2583 5.2731 7.7873
C: 3.4437 4.1718 7.7893
H: 3.2845 2.5877 9.1743
H: 5.0755 3.6578 10.5566
H: 5.8121 5.9190 9.2678
H: 4.2800 6.0414 7.0323
H: 2.6940 3.8438 7.0910

Atom charges from the Löwdin analysis, given in e for atoms 1 to 4: atom 1 (C): -0.05, atom 2 (C): -0.22, atom 3 (O): -0.21, atom 4 (C): -0.17

# 2
Density functional theory data (wB97M-V/def2-TZVPD) for C36H60BeF3N6O6S4 as an isolated structure in a non-equilibrium geometry.

Computed properties:
- E_LUMO (eV) = -7.028
- max |F| (hartree/bohr) = 0.1353
- charge = +1
- total energy (Ha) = -4094.08346

Cartesian coordinates (Å):
Be: 3.1726 2.5396 -2.6338
C: 1.4138 0.4596 -0.0297
O: 0.6419 0.1156 -1.1673
O: 2.6065 1.0918 -0.5336
C: 0.5489 1.1424 1.0740
F: -0.7160 0.7784 1.0219
F: 0.9518 0.8115 2.2828
F: 0.5735 2.4869 0.9233
C: -0.0455 -1.1586 -1.2524
C: -1.2244 -1.1290 -2.2398
H: -2.0175 -0.4610 -1.9037
H: -0.8063 -1.0271 -3.2413
H: -1.6949 -2.1092 -2.3172
H: -0.5216 -1.5376 -0.3480
H: 0.5457 -1.9637 -1.6887
H: 1.7304 -0.4858 0.4110
C: -5.6078 0.9762 -2.2547
S: -5.1474 2.4924 -1.3706
O: -4.4999 3.3482 -2.4205
C: -6.9243 3.2666 -1.2892
H: -6.4313 0.5001 -1.7225
H: -4.8361 0.2463 -2.4993
H: -6.0460 1.2271 -3.2207
H: -7.3015 3.6740 -2.2272
H: -6.7029 3.9758 -0.4916
H: -7.7013 2.6096 -0.8986
C: -1.4241 3.8882 5.0905
S: -1.9625 2.8559 3.6748
O: -3.4898 2.7615 3.7859
C: -1.2376 1.2651 4.2551
H: -1.6951 4.9219 5.3054
H: -0.3371 3.8775 5.0115
H: -1.5408 3.3147 6.0100
H: -1.2089 0.3670 3.6381
H: -1.9107 0.9565 5.0549
H: -0.2195 1.4992 4.5662
C: 3.2898 4.9417 0.9078
S: 4.9282 4.2651 0.4098
O: 4.6000 3.6132 -0.9331
C: 5.1755 2.9244 1.7361
H: 3.0912 5.7905 0.2534
H: 3.0916 5.3037 1.9166
H: 2.6435 4.0759 0.7631
H: 6.0466 2.3768 1.3763
H: 4.3332 2.2334 1.7013
H: 5.3303 3.5107 2.6418
C: -0.7627 3.3378 -1.9341
S: 0.4088 4.6905 -1.5201
O: 1.8018 4.4505 -2.0987
C: -0.1678 6.0012 -2.6133
H: -0.3434 2.3464 -1.7626
H: -1.2256 3.3734 -2.9203
H: -1.5149 3.3868 -1.1467
H: -1.2028 6.1963 -2.3327
H: -0.1317 5.6523 -3.6454
H: 0.4623 6.8858 -2.5199
N: 1.8135 -1.7846 -5.0873
C: 0.9791 -2.6850 -4.6862
C: 0.8838 -3.6546 -5.6734
C: 1.6523 -3.2609 -6.7060
C: 2.2735 -2.1200 -6.2808
H: 2.1297 -0.9864 -4.5553
H: 0.3661 -2.4674 -3.8240
H: 0.2316 -4.5131 -5.6098
H: 1.6471 -3.7090 -7.6887
H: 3.0699 -1.4991 -6.6637
N: 2.9286 -2.2979 2.4792
C: 3.4947 -1.3442 3.2972
C: 4.6305 -1.8330 3.7374
C: 4.7133 -3.1134 3.2117
C: 3.6781 -3.4248 2.4850
H: 2.0137 -2.2490 2.0542
H: 2.9813 -0.4215 3.5240
H: 5.2642 -1.4825 4.5386
H: 5.5764 -3.7341 3.4020
H: 3.3511 -4.3414 2.0166
N: 2.1512 4.3864 4.2770
C: 3.0305 4.8637 5.1763
C: 3.8816 3.7816 5.5335
C: 3.4350 2.6332 4.9241
C: 2.3900 3.0492 4.0551
H: 1.4018 4.9205 3.8607
H: 2.9447 5.8428 5.6239
H: 4.4990 3.8199 6.4188
H: 3.8211 1.6616 5.1948
H: 1.9582 2.3915 3.3153
N: -5.0144 -2.7764 -4.3493
C: -3.9696 -1.9880 -4.7949
C: -2.7861 -2.7586 -5.0627
C: -3.1544 -4.0712 -4.6433
C: -4.4171 -4.0422 -4.2235
H: -6.0028 -2.5807 -4.2795
H: -4.1284 -0.9206 -4.8378
H: -1.8324 -2.5389 -5.5195
H: -2.5284 -4.9498 -4.6956
H: -5.0610 -4.8673 -3.9572
N: -0.0144 -4.9374 0.3656
C: 1.0383 -5.7408 0.7457
C: 1.8342 -6.0293 -0.4166
C: 1.1776 -5.4201 -1.4387
C: 0.1401 -4.7008 -0.9619
H: -0.9460 -4.8984 0.7538
H: 1.1567 -6.0694 1.7677
H: 2.6910 -6.6695 -0.5663
H: 1.6309 -5.4150 -2.4190
H: -0.6504 -4.1935 -1.4949
N: -1.3512 -2.8957 2.9736
C: -1.9468 -4.0960 3.2600
C: -2.7406 -4.3569 2.0912
C: -2.6770 -3.3295 1.2659
C: -1.9288 -2.3686 1.8401
H: -0.6803 -2.4491 3.5824
H: -1.5218 -4.5773 4.1285
H: -3.3507 -5.2480 2.0886
H: -3.1478 -3.1195 0.3169
H: -1.7983 -1.3534 1.4957

Atom charges from the Löwdin analysis, given in e for atoms 1 to 4: atom 1 (Be): 1.10, atom 2 (C): -0.35, atom 3 (O): -0.11, atom 4 (O): -0.17

# 3
Density functional theory data (wB97M-V/def2-TZVPD) for C36H60HgN9O2PS2Si as an isolated structure.

Computed properties:
- E_LUMO (alpha / beta) (eV) = 2.161 / 0.924
- max |F| (hartree/bohr) = 0.0114
- charge = -1
- total energy (Ha) = -3631.83120
- multiplicity = 2
- ⟨S²⟩ = 0.80

Cartesian coordinates (Å):
Hg: -0.0251 -0.3507 0.1242
N: -3.1324 -1.6519 -2.1327
C: -2.1274 -2.5119 -2.5376
N: -1.0720 -2.7388 -1.8409
C: -0.1973 -3.5722 -2.4931
C: -0.5987 -3.9892 -3.7198
S: -2.1349 -3.2928 -4.0975
C: 1.0198 -3.9377 -1.7475
C: 2.0615 -4.6923 -2.1742
S: 3.2431 -4.8123 -0.9193
C: 2.2276 -3.8199 0.0916
N: 1.1188 -3.4569 -0.4597
N: 2.5640 -3.5010 1.3824
H: -2.9627 -1.2894 -1.1974
H: -4.0691 -2.0038 -2.2564
H: -0.1022 -4.6502 -4.4092
H: 2.2194 -5.1452 -3.1379
H: 3.5496 -3.3894 1.5564
H: 2.0099 -2.7273 1.7502
C: -3.9257 -3.6152 3.3596
Si: -2.4291 -3.0861 2.3481
C: -2.2725 -4.2245 0.8935
C: -0.8775 -3.2707 3.3923
N: -2.7535 -1.4598 1.7991
C: -2.9317 -0.3780 2.5530
C: -2.7539 -0.3473 3.9714
C: -3.0323 0.7894 4.6977
C: -3.4718 1.9464 4.0511
C: -3.6137 1.9604 2.6622
C: -3.3459 0.8315 1.9207
H: -3.8165 -4.6599 3.6622
H: -4.8459 -3.5222 2.7784
H: -4.0428 -3.0092 4.2605
H: -2.1116 -5.2459 1.2500
H: -1.4151 -3.9261 0.2876
H: -3.1598 -4.2152 0.2556
H: -1.0818 -3.8466 4.2990
H: -0.4480 -2.3097 3.6784
H: -0.1105 -3.7919 2.8164
H: -2.4104 -1.2416 4.4746
H: -2.9060 0.7866 5.7738
H: -3.6802 2.8395 4.6279
H: -3.9282 2.8658 2.1569
H: -3.4187 0.8471 0.8416
N: -0.1124 3.0537 3.4723
N: 0.0998 2.4979 2.1734
H: -0.8865 3.7136 3.4648
H: -0.3930 2.2876 4.0733
H: 0.7453 3.0901 1.6694
H: -0.7578 2.4144 1.6352
C: 3.9658 -0.9685 -0.2045
C: 4.8283 0.0131 -0.9993
C: 4.8210 -0.3790 -2.4804
C: 4.4262 1.4583 -0.7937
C: 5.2936 2.3273 -0.1552
C: 5.0136 3.6833 0.0051
C: 3.8456 4.1669 -0.5811
C: 2.9551 3.3453 -1.2548
C: 1.7787 3.9685 -1.9768
C: 0.4561 3.7412 -1.2481
C: 1.6704 3.5032 -3.4315
C: 3.1551 1.9183 -1.2897
O: 2.2929 1.1090 -1.7632
H: 4.3604 -1.9861 -0.3031
H: 2.9399 -0.9491 -0.5771
H: 3.9373 -0.7077 0.8568
H: 5.8620 -0.0766 -0.6393
H: 3.8014 -0.3305 -2.8614
H: 5.2066 -1.3949 -2.6137
H: 5.4411 0.3042 -3.0654
H: 6.2368 1.9310 0.2160
H: 5.7001 4.3439 0.5205
H: 3.6389 5.2352 -0.5505
H: 1.9660 5.0500 -1.9967
H: 0.2468 2.6728 -1.1615
H: -0.3689 4.2216 -1.7814
H: 0.4861 4.1699 -0.2462
H: 1.4857 2.4297 -3.4614
H: 2.5994 3.7003 -3.9714
H: 0.8607 4.0354 -3.9442
C: -1.7819 1.3182 -3.5391
P: -3.2097 1.9312 -2.6444
C: -4.6317 1.1128 -3.4017
C: -3.4045 3.6644 -3.1122
O: -3.1164 1.7259 -1.1740
H: -1.8708 1.4957 -4.6119
H: -1.6966 0.2483 -3.3427
H: -0.8860 1.8058 -3.1553
H: -4.7610 1.4133 -4.4417
H: -5.5256 1.3683 -2.8318
H: -4.4719 0.0351 -3.3500
H: -3.4892 3.7877 -4.1921
H: -2.5451 4.2235 -2.7472
H: -4.3016 4.0522 -2.6275
N: 1.6004 -0.9435 2.9465
C: 1.9628 0.0162 3.4790
N: 2.2958 1.2050 3.9811
C: 3.1892 2.0213 3.1378
C: 4.6348 1.5696 3.2917
C: 5.0535 1.5506 4.7640
C: 4.0786 0.7395 5.6198
C: 2.6539 1.2351 5.4013
H: 3.0708 3.0530 3.4787
H: 2.8439 1.9704 2.1054
H: 5.2802 2.2318 2.7166
H: 4.7387 0.5685 2.8623
H: 5.0872 2.5796 5.1405
H: 6.0629 1.1448 4.8626
H: 4.3427 0.8057 6.6785
H: 4.1278 -0.3170 5.3355
H: 2.5670 2.2799 5.7119
H: 1.9194 0.6557 5.9613

Atom charges from the Löwdin analysis, given in e for atoms 1 to 4: atom 1 (Hg): 0.56, atom 2 (N): 0.08, atom 3 (C): -0.72, atom 4 (N): 0.05

# 4
Density functional theory data (wB97M-V/def2-TZVPD) for a 11-piece molecular cluster, C36H60N3O18 overall in a non-equilibrium geometry.

Computed properties:
- E_LUMO (eV) = -0.369
- max |F| (hartree/bohr) = 0.3195
- charge = -1
- total energy (Ha) = -2925.37851

Cartesian coordinates (Å):
C: 0.7269 -1.0053 -0.8137
C: 0.3868 0.0462 0.0399
O: 0.3280 -0.1150 1.2356
N: 0.1777 1.4649 -0.4052
H: 0.6709 1.7148 -1.2859
H: -0.8788 1.5354 -0.4841
C: 0.2381 2.6858 0.5164
H: -0.1634 -1.3291 -1.4982
H: 0.9462 -2.0569 -0.3901
H: 1.4918 -0.8412 -1.4621
H: 0.3318 3.6289 -0.0105
H: 0.9673 2.8335 1.0946
H: -0.5811 2.5475 1.2677
N: 1.3845 1.7218 -3.4898
O: 2.2342 1.6185 -2.6129
O: 0.9697 0.7359 -4.2674
O: 0.8085 2.8384 -3.5007
N: -3.1596 2.0456 -1.7700
O: -2.3753 2.9028 -2.0627
O: -2.5838 1.0953 -1.1484
O: -4.0320 1.7178 -2.6685
C: 3.2102 4.3061 -1.0781
C: 3.9137 5.7385 -0.9114
C: 3.0236 6.7074 -0.0012
O: 5.1765 5.6070 -0.4392
H: 2.8640 3.8526 -0.1901
H: 3.9633 3.5646 -1.6143
H: 2.3388 4.2222 -1.6651
H: 4.0031 6.2096 -1.9639
H: 2.3738 7.2228 -0.5594
H: 3.5636 7.3018 0.6969
H: 2.2424 6.0716 0.5603
H: 5.7099 6.4180 -0.9251
C: 4.3274 -3.3154 0.8656
C: 4.1863 -2.3039 -0.2742
C: 5.4357 -1.7715 -0.8703
O: 3.4166 -2.7922 -1.3664
H: 3.4606 -3.9094 1.2745
H: 4.8111 -2.6007 1.7160
H: 4.9077 -4.1665 0.6319
H: 3.6981 -1.4619 0.1121
H: 5.3490 -1.0436 -1.7574
H: 6.0930 -2.6514 -1.0850
H: 5.8724 -1.3432 0.0003
H: 3.4736 -2.1879 -2.0046
C: -3.1896 2.6187 6.8217
C: -1.8924 2.5081 6.0577
C: -1.9934 2.0057 4.5419
O: -1.3222 3.7426 6.0107
H: -2.9467 2.8663 7.7316
H: -3.7282 1.6520 7.3033
H: -4.0424 3.4060 6.4989
H: -1.1512 1.8774 6.5338
H: -1.0181 2.0592 4.0220
H: -2.7039 2.6071 4.0414
H: -2.3970 1.1856 4.5051
H: -0.7554 3.7279 6.7978
C: 5.1333 -1.2882 -4.5884
C: 3.8091 -0.9354 -5.0698
C: 3.2557 -1.5210 -6.3418
O: 2.8966 -1.3092 -4.0479
H: 5.3707 -0.4280 -3.7961
H: 5.8500 -1.3523 -5.3545
H: 5.1850 -2.1363 -4.0504
H: 3.6029 0.0984 -4.9579
H: 3.9661 -1.2934 -7.0979
H: 2.1257 -1.4294 -6.5025
H: 3.2742 -2.5910 -6.2316
H: 2.2290 -0.5052 -4.0150
C: -4.7552 -2.1009 0.8712
C: -3.4414 -2.0987 -0.0193
C: -3.7137 -2.0215 -1.5975
O: -2.6117 -1.0757 0.4051
H: -5.0403 -3.1836 0.7873
H: -5.3680 -1.3358 0.5015
H: -4.3910 -1.8316 1.8108
H: -2.7856 -3.0144 0.4101
H: -4.0971 -2.8567 -2.0388
H: -2.6472 -1.6234 -1.9910
H: -4.2910 -1.0350 -1.6186
H: -2.6338 -0.4215 -0.1012
C: 0.7389 -4.2675 -6.7231
C: -0.1076 -3.1309 -5.9906
C: 0.0174 -3.1585 -4.4871
O: -0.5840 -2.3683 -3.8101
C: 0.7861 -4.0789 -3.8092
C: 1.5688 -5.1605 -4.5453
C: 1.3718 -5.3144 -6.0008
O: 1.9943 -6.2446 -6.5155
H: 0.7579 -4.2799 -7.8408
H: -0.6481 -2.6951 -6.5772
H: 1.2712 -3.7614 -2.8093
H: 2.1485 -5.7709 -3.6815
C: -0.6147 -2.8488 6.5030
C: -2.0153 -2.7946 6.2924
C: -2.3815 -2.4079 4.7476
O: -3.5672 -2.1695 4.5392
C: -1.3030 -2.0252 3.8669
C: 0.0422 -2.2002 4.1356
C: 0.4237 -2.4478 5.5467
O: 1.6051 -2.7256 5.9269
H: -0.4126 -3.1329 7.5625
H: -2.6037 -3.0377 7.0873
H: -1.7688 -1.7767 3.0622
H: 0.7517 -1.6977 3.5567
C: -5.4600 0.6678 3.1249
C: -4.3625 1.1291 2.2830
C: -4.4936 2.4217 1.4365
O: -3.4718 2.9212 1.0160
C: -5.7588 3.1698 1.5885
C: -6.7735 2.6971 2.4047
C: -6.7457 1.4132 3.2060
O: -7.6898 1.1108 3.8982
H: -5.1983 -0.3498 3.6792
H: -3.3303 0.5439 2.2284
H: -5.6929 4.0948 1.0136
H: -7.5779 3.2487 2.4167

Atom charges from the Löwdin analysis, given in e for atoms 1 to 4: atom 1 (C): 0.01, atom 2 (C): -0.41, atom 3 (O): 0.12, atom 4 (N): 0.14